(1)
# C42H36N2O2

A cluster of 2 separate species, C42H36N2O2 in total in a non-equilibrium geometry (wB97M-V/def2-TZVPD, the Open Molecules 2025 dataset).

Structure (XYZ):
```
82
Properties=species:S:1:pos:R:3:lowdin_charge:R:1
C 6.001 -0.085 -4.290 -0.08
C 4.844 0.575 -4.726 -0.07
C 3.722 0.606 -3.893 -0.02
C 3.741 -0.047 -2.665 -0.14
C 2.543 -0.184 -1.792 -0.30
C 1.340 0.687 -1.934 -0.02
C 0.480 0.207 -3.046 -0.34
C -0.265 1.132 -3.996 -0.15
C 0.419 1.814 -5.007 -0.03
C -0.290 2.331 -6.093 -0.08
C -1.682 2.229 -6.124 -0.09
C -2.372 1.570 -5.092 -0.08
C -1.665 1.009 -4.032 -0.03
O 0.258 -1.027 -3.207 0.04
O 2.629 -1.097 -0.951 0.06
C 4.905 -0.724 -2.231 -0.01
C 6.038 -0.739 -3.042 -0.07
H 6.898 -0.087 -4.911 0.10
H 4.811 1.058 -5.704 0.10
H 2.808 1.126 -4.145 0.07
H 1.372 1.722 -1.566 0.12
H 1.497 1.910 -4.950 0.08
H 0.237 2.795 -6.921 0.10
H -2.263 2.661 -6.939 0.10
H -3.457 1.458 -5.112 0.10
H -2.139 0.444 -3.221 0.12
H 4.878 -1.235 -1.260 0.12
H 6.931 -1.274 -2.692 0.11
C -0.685 -5.599 2.869 -0.08
N -0.793 -5.198 1.485 -0.09
C -1.799 -5.830 0.733 -0.20
C -2.934 -6.333 1.408 -0.03
C -4.072 -6.711 0.692 -0.09
C -4.082 -6.638 -0.704 -0.11
C -2.921 -6.253 -1.385 -0.08
C -1.749 -5.974 -0.669 -0.03
C -0.264 -3.960 1.148 -0.20
C 0.005 -3.573 -0.179 0.01
C 0.289 -2.265 -0.496 -0.01
C 0.298 -1.210 0.457 -0.19
C 0.483 0.149 0.067 -0.01
C 0.742 1.166 1.028 -0.22
C 0.225 2.443 0.738 -0.01
C 0.073 3.394 1.723 -0.01
C 0.511 3.144 3.043 -0.18
N 0.005 3.865 4.115 -0.08
C 0.274 3.395 5.471 -0.05
C -1.017 4.831 3.977 -0.22
C -2.133 4.794 4.834 -0.03
C -3.160 5.731 4.694 -0.08
C -3.074 6.736 3.722 -0.09
C -1.955 6.784 2.879 -0.08
C -0.902 5.887 3.050 -0.04
C 1.311 1.982 3.262 -0.01
C 1.435 1.023 2.269 -0.02
C 0.066 -1.631 1.796 -0.02
C -0.110 -2.964 2.145 -0.02
H 0.304 -5.337 3.243 0.09
H -1.447 -5.119 3.497 0.09
H -0.817 -6.680 2.930 0.10
H -2.941 -6.368 2.503 0.10
H -4.957 -7.033 1.246 0.10
H -4.975 -6.907 -1.253 0.09
H -2.918 -6.159 -2.476 0.11
H -0.805 -5.862 -1.205 0.10
H -0.052 -4.289 -0.990 0.09
H 0.465 -2.069 -1.548 0.09
H -0.097 0.463 -0.845 0.11
H -0.173 2.647 -0.251 0.12
H -0.457 4.302 1.474 0.09
H -0.035 4.173 6.173 0.09
H -0.279 2.476 5.716 0.10
H 1.349 3.229 5.597 0.09
H -2.199 4.009 5.595 0.11
H -4.037 5.653 5.338 0.10
H -3.864 7.482 3.641 0.10
H -1.905 7.522 2.079 0.11
H 0.000 5.972 2.446 0.12
H 1.785 1.813 4.235 0.10
H 2.038 0.133 2.453 0.13
H -0.032 -0.862 2.565 0.11
H -0.236 -3.209 3.203 0.10
```

Computed properties:
- energy relative to the best compared isomer or geometry (same formula, charge and spin) (kcal per mole) = 37.1
- molecular weight (Da) = 600.76
- HOMO-LUMO gap (eV) = 5.778
- HOMO level (eV) = -6.63
- DFT total energy (a.u.) = -1881.8781
- spin multiplicity = 1
- max |F| (eV/A) = 3.23
- charge = 0

=====

(2)
# C44H36Cl3NO2P3Rh

A structure of composition C44H36Cl3NO2P3Rh in a non-equilibrium geometry (wB97M-V/def2-TZVPD, the Open Molecules 2025 dataset).

Structure (XYZ):
```
90
Properties=species:S:1:pos:R:3:lowdin_charge:R:1
Rh 1.067 -0.434 0.328 0.65
N 0.249 2.341 -0.204 -0.32
P 0.482 1.671 1.354 0.94
C 1.228 2.999 2.311 -0.35
C 2.414 2.841 3.019 -0.07
C 2.907 3.907 3.761 -0.05
C 2.219 5.110 3.786 -0.04
C 1.028 5.257 3.080 -0.05
C 0.520 4.202 2.342 -0.09
C -1.127 1.497 2.149 -0.38
C -2.318 2.001 1.646 -0.10
C -3.463 1.963 2.432 -0.05
C -3.411 1.444 3.719 -0.05
C -2.219 0.935 4.222 -0.07
C -1.079 0.947 3.432 -0.13
P 1.113 1.344 -1.282 0.94
C 0.032 0.930 -2.660 -0.38
C -0.744 1.922 -3.263 -0.08
C -1.540 1.596 -4.348 -0.05
C -1.544 0.296 -4.844 -0.04
C -0.749 -0.680 -4.263 -0.05
C 0.043 -0.366 -3.164 -0.10
C 2.413 2.299 -2.045 -0.33
C 3.326 1.593 -2.833 -0.07
C 4.277 2.291 -3.556 -0.04
C 4.316 3.679 -3.488 -0.04
C 3.409 4.373 -2.700 -0.05
C 2.460 3.687 -1.957 -0.07
H 0.297 3.351 -0.297 0.06
H 2.949 1.898 2.996 0.11
H 3.826 3.793 4.320 0.12
H 2.610 5.941 4.357 0.12
H 0.484 6.191 3.118 0.12
H -0.428 4.309 1.826 0.11
H -2.358 2.421 0.647 0.10
H -4.395 2.354 2.045 0.12
H -4.305 1.438 4.330 0.12
H -2.175 0.525 5.223 0.12
H -0.150 0.532 3.813 0.12
H -0.727 2.939 -2.887 0.11
H -2.149 2.359 -4.815 0.12
H -2.165 0.050 -5.695 0.12
H -0.737 -1.685 -4.663 0.11
H 0.675 -1.121 -2.711 0.09
H 3.288 0.510 -2.875 0.11
H 4.987 1.756 -4.173 0.12
H 5.068 4.223 -4.044 0.12
H 3.440 5.454 -2.661 0.12
H 1.772 4.247 -1.337 0.10
Cl 5.346 -2.785 -1.008 0.66
C 4.567 -2.592 0.552 -1.53
Cl 5.686 -1.895 1.716 0.67
Cl 3.969 -4.166 1.123 0.65
C 3.320 -1.688 0.451 -0.83
O 2.901 -1.331 -0.686 -0.13
O 2.724 -1.381 1.515 -0.12
C -1.151 -4.132 4.085 -0.02
C -0.467 -4.742 3.039 -0.04
C -0.271 -4.068 1.847 -0.04
C -0.793 -2.778 1.696 -0.33
C -1.467 -2.160 2.757 -0.09
C -1.647 -2.840 3.945 -0.04
P -0.709 -1.884 0.159 1.05
C -0.324 -3.043 -1.150 -0.35
C 0.943 -3.638 -1.176 -0.11
C 1.239 -4.597 -2.129 -0.03
C 0.274 -4.959 -3.062 -0.03
C -0.976 -4.349 -3.054 -0.05
C -1.278 -3.381 -2.111 -0.07
C -2.357 -1.250 -0.159 -0.35
C -3.462 -2.038 0.183 -0.07
C -4.732 -1.629 -0.187 -0.04
C -4.907 -0.437 -0.881 -0.04
C -3.812 0.355 -1.202 -0.05
C -2.537 -0.051 -0.841 -0.10
H -1.302 -4.670 5.012 0.12
H -0.092 -5.750 3.151 0.12
H 0.260 -4.552 1.040 0.10
H -1.871 -1.163 2.636 0.08
H -2.178 -2.370 4.762 0.12
H 1.695 -3.361 -0.453 0.06
H 2.217 -5.060 -2.142 0.12
H 0.498 -5.717 -3.801 0.12
H -1.720 -4.632 -3.787 0.12
H -2.249 -2.902 -2.120 0.11
H -3.324 -2.967 0.723 0.12
H -5.587 -2.245 0.059 0.12
H -5.903 -0.123 -1.166 0.12
H -3.956 1.282 -1.742 0.12
H -1.685 0.561 -1.084 0.06
```

Computed properties:
- energy relative to the best compared isomer or geometry (same formula, charge and spin) (kcal per mole) = 51.9
- molecular weight (Da) = 912.96
- HOMO-LUMO gap (spin up / spin down) (eV) = 6.187 / 6.187
- HOMO level (spin up / spin down) (eV) = -14.13 / -14.13
- DFT total energy (a.u.) = -4418.2479
- spin multiplicity = 1
- max |F| (eV/A) = 3.39
- charge = +2

=====

(3)
# C3H7NO2

The molecule C3H7NO2 (wB97M-V/def2-TZVPD, the Open Molecules 2025 dataset).

Structure (XYZ):
```
13
Properties=species:S:1:pos:R:3:lowdin_charge:R:1
C 0.645 1.154 -1.067 -0.04
C 0.090 0.529 0.230 -0.34
O -1.270 0.864 0.496 -0.05
C 0.288 -1.014 0.209 -0.48
N -0.394 -1.663 1.206 0.16
O 0.985 -1.580 -0.616 0.05
H 1.679 1.485 -0.912 0.08
H 0.086 2.041 -1.397 0.08
H 0.664 0.429 -1.881 0.07
H 0.585 0.971 1.109 0.15
H -1.794 0.655 -0.287 0.10
H -1.141 -1.200 1.698 0.09
H -0.422 -2.672 1.214 0.11
```

Computed properties:
- energy relative to the best compared isomer or geometry (same formula, charge and spin) (kcal per mole) = 13.8
- molecular weight (Da) = 89.09
- HOMO-LUMO gap (eV) = 10.561
- HOMO level (eV) = -9.77
- DFT total energy (a.u.) = -323.7590
- spin multiplicity = 1
- max |F| (eV/A) = 0.74
- structure (SMILES) = C[C@@H](O)C(N)=O
- charge = 0

=====

(4)
# C5H15NO2

A cluster of 3 separate species, C5H15NO2 in total in a non-equilibrium geometry (wB97M-V/def2-TZVPD, the Open Molecules 2025 dataset).

Structure (XYZ):
```
23
Properties=species:S:1:pos:R:3:lowdin_charge:R:1
C 0.826 -0.593 0.980 -0.07
C 0.525 -1.550 -0.185 -0.40
C 0.201 -0.775 -1.483 -0.15
C -1.267 -1.120 -1.749 -0.19
C -1.778 -1.593 -0.395 -0.21
N -0.631 -2.372 0.133 -0.04
H 0.602 -1.135 1.891 0.07
H 0.296 0.363 0.996 0.07
H 1.874 -0.305 0.949 0.06
H 1.426 -2.137 -0.264 0.13
H 0.250 0.310 -1.318 0.10
H 0.818 -0.945 -2.362 0.10
H -1.829 -0.289 -2.207 0.11
H -1.454 -1.921 -2.480 0.11
H -2.626 -2.282 -0.506 0.11
H -2.095 -0.871 0.353 0.11
H -0.581 -3.232 -0.409 0.11
O -1.437 5.150 -0.438 -0.06
H -0.559 4.923 -0.766 0.03
H -1.609 4.507 0.256 0.03
O 3.414 2.001 3.071 -0.06
H 2.969 1.717 2.262 0.02
H 2.667 2.149 3.671 0.04
```

Computed properties:
- energy relative to the best compared isomer or geometry (same formula, charge and spin) (kcal per mole) = 24.7
- molecular weight (Da) = 121.18
- HOMO-LUMO gap (eV) = 9.559
- HOMO level (eV) = -9.28
- DFT total energy (a.u.) = -404.7157
- spin multiplicity = 1
- max |F| (eV/A) = 1.60
- structure (SMILES) = C[C@@H]1CCCN1.O.O
- charge = 0